[1]
91
Properties=species:S:1:pos:R:3:forces:R:3:lowdin_charge:R:1 method="wB97M-V/def2-TZVPD" charge=+1 homo_ha=-0.3741 e_above_lowest_kcal_mol=41.3 homo_lumo_gap_ev=6.0 energy_ev=-160108.7824
Ti -0.262 -0.323 -1.221 1.01 0.07 -0.77 0.665
O 1.795 -6.152 2.093 -0.48 -0.42 0.46 0.005
C 2.564 -5.497 1.396 -0.26 0.22 -0.30 -0.713
O 3.786 -5.463 1.273 0.84 0.04 -0.06 0.006
C 1.840 -4.436 0.521 -0.16 0.13 -0.10 -0.066
C 2.571 -3.592 -0.306 -0.22 0.04 0.01 0.068
C 1.925 -2.523 -0.891 -0.02 0.04 0.00 -0.198
N 0.622 -2.282 -0.681 -0.08 0.41 -0.11 0.042
C -0.112 -3.161 0.020 0.04 -0.04 0.03 -0.195
C 0.464 -4.253 0.635 0.15 0.15 -0.09 0.071
C -1.559 -2.870 -0.012 0.00 -0.02 -0.04 -0.189
C -2.517 -3.682 0.579 0.06 0.06 -0.08 0.028
C -3.853 -3.407 0.362 -0.01 0.08 -0.06 -0.009
C -4.203 -2.333 -0.448 0.09 -0.04 0.03 -0.022
C -3.195 -1.548 -0.968 -0.05 -0.07 0.00 -0.177
N -1.898 -1.795 -0.748 -0.14 0.08 0.32 -0.053
C 2.563 -1.528 -1.778 -0.10 0.06 0.03 -0.191
C 3.855 -1.641 -2.272 -0.11 0.04 0.03 0.024
C 4.337 -0.647 -3.103 -0.13 0.11 -0.01 -0.008
C 3.523 0.436 -3.419 0.01 -0.09 0.05 -0.017
C 2.249 0.481 -2.889 0.07 0.04 -0.06 -0.115
N 1.782 -0.480 -2.088 -0.38 -0.04 0.18 0.014
H 3.628 -3.791 -0.397 0.09 0.00 -0.03 0.129
H -0.072 -4.965 1.245 -0.06 -0.05 0.04 0.129
H -2.215 -4.526 1.179 0.03 -0.06 0.03 0.126
H -4.614 -4.033 0.804 -0.04 -0.03 0.02 0.125
H -5.234 -2.105 -0.669 -0.04 0.01 -0.01 0.119
H -3.418 -0.694 -1.595 0.00 -0.02 0.02 0.082
H 4.461 -2.493 -2.008 0.03 -0.04 0.01 0.130
H 5.338 -0.715 -3.503 0.06 0.00 -0.03 0.124
H 3.865 1.228 -4.069 0.01 0.01 -0.01 0.117
H 1.564 1.295 -3.099 0.09 -0.09 0.01 0.099
Cl -2.046 0.885 0.642 -0.27 -0.01 0.32 0.694
C -2.319 2.349 -0.294 0.04 0.00 0.15 -0.618
Cl -1.218 -0.174 -3.245 0.00 -0.07 0.02 0.199
H -2.836 3.056 0.351 0.04 -0.06 -0.03 0.043
H -2.949 2.075 -1.139 0.02 0.07 0.02 0.036
C 4.099 1.292 1.591 -0.07 -0.04 -0.04 -0.130
C 3.724 0.004 2.327 -0.04 0.05 -0.07 -0.700
C 4.213 -1.172 1.482 -0.06 0.08 0.02 -0.119
C 4.414 -0.040 3.685 -0.11 0.02 0.04 -0.099
Sb 1.524 -0.092 2.381 -0.04 -0.14 0.08 1.604
C 0.948 1.833 3.297 -0.02 0.04 0.03 -0.698
C -0.454 1.705 3.895 0.03 -0.02 -0.08 -0.129
C 1.884 2.364 4.375 0.05 -0.19 0.09 -0.102
C 0.874 2.836 2.147 0.04 -0.03 -0.06 -0.157
C 1.094 -1.552 3.973 0.00 0.04 -0.03 -0.698
C -0.392 -1.893 3.839 0.04 0.05 -0.03 -0.128
C 1.908 -2.813 3.693 0.01 0.04 -0.10 -0.104
C 1.399 -1.078 5.390 0.06 0.03 -0.05 -0.101
H 5.172 1.291 1.383 0.09 0.00 -0.01 0.091
H 3.882 2.187 2.169 -0.01 0.06 0.05 0.058
H 3.579 1.370 0.629 0.01 0.00 -0.01 0.063
H 5.304 -1.149 1.437 0.09 0.00 -0.01 0.098
H 3.842 -1.096 0.460 -0.01 0.01 -0.03 0.046
H 3.925 -2.142 1.880 -0.03 -0.11 0.06 0.068
H 5.489 0.080 3.536 0.12 0.01 -0.01 0.092
H 4.267 -0.995 4.186 -0.01 -0.02 0.01 0.067
H 4.084 0.752 4.355 0.00 0.01 0.02 0.062
H -0.480 1.036 4.749 0.00 -0.06 0.10 0.058
H -1.185 1.350 3.169 -0.02 -0.02 -0.01 0.025
H -0.784 2.688 4.246 -0.02 0.06 0.00 0.091
H 1.974 1.668 5.212 0.02 0.07 -0.05 0.071
H 1.483 3.301 4.771 -0.04 0.09 0.03 0.090
H 2.884 2.575 4.001 0.05 0.00 -0.03 0.061
H 0.183 2.466 1.384 -0.03 0.05 -0.06 0.011
H 1.843 2.999 1.673 0.00 0.01 0.00 0.062
H 0.512 3.801 2.516 -0.02 0.07 0.03 0.090
H -0.620 -2.285 2.844 -0.01 -0.02 -0.01 0.051
H -1.039 -1.033 4.024 -0.02 0.00 0.00 0.061
H -0.653 -2.668 4.564 -0.02 -0.04 0.05 0.094
H 1.812 -3.146 2.660 0.01 0.00 0.03 0.050
H 1.550 -3.631 4.322 -0.01 -0.05 0.03 0.104
H 2.968 -2.681 3.906 0.03 0.00 0.00 0.075
H 0.788 -0.235 5.702 -0.07 0.08 0.01 0.057
H 2.445 -0.802 5.514 0.01 0.00 0.00 0.067
H 1.194 -1.896 6.083 -0.02 -0.08 0.07 0.094
C -1.332 5.036 -0.282 -0.03 0.00 -0.23 -0.221
As -0.797 3.346 -1.117 -0.12 0.77 0.23 1.119
C 1.115 3.750 -1.187 -0.11 -0.07 0.32 -0.175
C -1.383 3.483 -2.942 0.15 -0.12 -0.18 -0.204
O 0.043 1.324 -1.034 0.01 -0.99 -0.28 -0.686
H -0.693 5.846 -0.632 -0.03 -0.03 -0.01 0.044
H -1.198 4.918 0.794 0.02 0.04 0.01 0.037
H -2.370 5.287 -0.489 -0.04 -0.04 0.01 0.046
H 1.288 4.097 -2.206 0.00 -0.01 0.02 0.054
H 1.712 2.878 -0.960 0.07 -0.03 -0.01 0.016
H 1.314 4.557 -0.483 0.02 -0.05 -0.05 0.044
H -1.271 4.521 -3.259 0.02 -0.07 0.06 0.056
H -2.424 3.182 -3.039 0.05 0.03 -0.01 0.045
H -0.763 2.840 -3.568 -0.11 0.01 0.05 0.028


[2]
119
Properties=species:S:1:pos:R:3:forces:R:3:mulliken_spin:R:1 method="wB97M-V/def2-TZVPD" multiplicity=5 homo_ha="-0.3650 / -0.3650" e_above_lowest_kcal_mol=0.0 homo_lumo_gap_ev="9.3 / 8.9" energy_ev=-168689.9918
Fe 0.754 1.656 1.913 0.35 0.92 -1.01 3.854
P -1.056 1.320 4.334 -2.95 -0.54 1.72 0.001
F -1.147 1.960 2.826 -0.64 0.06 -1.19 0.019
F -0.595 2.814 4.798 -0.36 -0.89 0.28 0.000
F -2.629 1.595 4.599 1.04 0.25 -0.75 0.000
F -0.941 0.694 5.781 0.84 0.35 0.05 0.000
F -1.365 -0.179 3.727 -0.46 1.02 0.13 0.002
F 0.471 1.007 3.947 2.36 -0.02 0.10 0.031
P -0.308 -0.705 0.242 -0.02 -2.06 -2.05 -0.009
F -0.588 -0.936 -1.295 -1.90 -0.42 -1.03 0.001
F -1.813 -0.350 0.654 0.30 -0.27 -0.27 -0.004
F -0.595 -2.311 0.552 0.13 1.64 0.76 0.005
F 0.204 -0.296 1.720 -0.13 -1.48 0.42 -0.026
F 1.209 -1.148 -0.185 0.66 0.58 1.28 0.001
F -0.056 0.840 -0.164 0.62 1.10 0.55 0.014
C -2.752 5.947 -2.115 0.91 -0.99 -0.32 0.000
C -1.505 5.983 -1.192 -1.88 0.56 -0.73 0.000
C -1.926 6.336 0.196 -0.57 1.22 0.60 0.000
O -1.445 5.288 1.001 0.81 -1.29 0.74 0.002
C -0.839 4.327 0.269 1.13 0.12 0.82 0.013
O -0.227 3.365 0.755 -1.85 2.47 -1.63 0.026
O -0.895 4.696 -1.047 0.49 -1.28 0.69 0.000
H -2.445 5.224 -2.870 -0.38 0.32 -0.64 0.000
H -3.037 6.909 -2.541 0.50 0.02 -0.07 0.000
H -3.667 5.547 -1.679 0.29 -0.12 0.53 0.000
H -0.783 6.694 -1.595 0.22 -0.32 -0.01 0.000
H -3.002 6.437 0.340 -0.09 -0.50 -0.19 0.000
H -1.567 7.326 0.475 0.62 -0.28 0.51 0.000
C -3.375 2.246 -1.398 -0.14 -0.72 -0.52 -0.001
C -4.667 1.656 -2.046 1.14 1.20 1.27 0.000
C -5.560 2.745 -2.624 -0.20 1.10 0.14 0.000
O -5.838 2.309 -3.950 -1.08 0.26 0.08 0.000
C -5.191 1.182 -4.186 -0.39 -2.86 -5.03 0.000
O -5.309 0.493 -5.244 0.55 2.85 4.35 0.000
O -4.353 0.914 -3.202 0.85 -1.32 0.29 0.000
H -2.667 1.497 -1.044 -0.31 -0.42 -0.03 -0.001
H -3.601 2.844 -0.515 -0.25 0.24 -0.16 0.000
H -2.810 2.801 -2.146 -0.22 0.35 0.01 0.000
H -5.164 1.023 -1.311 -0.18 -0.14 -0.20 0.000
H -5.084 3.721 -2.722 0.52 -0.07 0.04 0.000
H -6.465 2.978 -2.064 -0.23 -0.62 -0.13 0.000
C -3.018 -4.735 -1.329 0.32 0.21 -0.39 0.000
C -3.390 -3.455 -0.541 1.26 -1.59 -1.35 0.000
C -3.829 -2.282 -1.416 1.49 0.18 -0.64 0.000
O -5.077 -1.910 -0.880 -0.23 0.04 0.02 0.000
C -5.510 -2.930 -0.117 -3.89 0.70 2.32 0.000
O -6.626 -2.957 0.413 2.88 -0.02 -1.61 0.000
O -4.568 -3.834 0.082 -1.59 -0.34 1.13 0.000
H -2.781 -5.607 -0.719 0.13 0.32 0.42 0.000
H -2.214 -4.629 -2.057 0.15 0.29 0.10 0.000
H -3.897 -5.048 -1.894 -0.12 0.23 -0.09 0.000
H -2.681 -3.203 0.247 0.18 0.20 -0.30 0.000
H -3.930 -2.526 -2.474 -0.26 -0.38 0.00 0.000
H -3.093 -1.479 -1.403 -0.31 0.26 0.39 0.000
C 6.877 -0.611 1.813 0.37 -0.23 -1.03 0.000
C 5.523 -0.993 2.378 2.55 -1.37 1.58 0.001
C 5.292 -0.567 3.839 1.33 -1.00 -1.23 0.000
O 4.092 0.123 3.708 -1.40 1.00 3.42 0.003
C 3.577 0.073 2.525 -0.57 1.67 -0.07 0.020
O 2.507 0.563 2.221 1.02 -0.56 -0.01 0.046
O 4.464 -0.421 1.727 -1.25 -0.14 -3.86 0.000
H 7.748 -1.046 2.304 -0.42 -0.30 0.67 0.000
H 7.123 0.448 1.738 -0.57 0.14 -0.01 0.000
H 6.937 -1.066 0.825 -0.01 0.39 -0.30 0.000
H 5.445 -2.077 2.296 -0.18 -0.10 -0.12 0.000
H 6.145 0.056 4.108 -0.53 0.31 0.61 0.000
H 5.200 -1.456 4.464 -0.15 0.42 0.34 0.000
C 4.241 4.865 -2.998 1.39 0.39 -1.24 0.000
C 2.933 4.544 -2.393 1.57 1.42 0.86 0.000
C 2.151 3.471 -3.038 -0.12 0.36 -0.35 0.000
O 1.819 2.660 -1.928 -1.37 -1.26 0.99 0.003
C 2.434 3.058 -0.792 -0.40 -1.23 0.31 -0.001
O 2.300 2.561 0.324 0.00 0.53 -1.55 -0.003
O 3.260 4.015 -1.098 0.32 0.70 1.32 0.001
H 4.154 5.153 -4.046 -0.26 0.25 -0.06 0.000
H 4.923 4.015 -3.025 -0.22 -0.34 0.26 0.000
H 4.787 5.656 -2.483 -0.29 0.09 0.09 0.000
H 2.372 5.456 -2.191 -0.27 -0.02 -0.15 0.000
H 2.760 2.944 -3.772 -0.26 -0.34 0.13 0.000
H 1.278 3.945 -3.487 -0.28 -0.69 -0.05 0.000
C -3.784 -2.239 3.116 -0.68 0.10 -1.39 0.000
C -3.154 -3.579 3.392 -0.86 1.55 0.96 0.000
C -1.797 -3.395 4.014 1.23 1.01 -1.37 0.000
O -1.807 -4.194 5.138 0.41 -1.65 1.78 0.000
C -3.080 -4.528 5.448 -0.97 -1.51 3.46 0.000
O -3.498 -5.095 6.470 1.94 1.49 -2.80 0.000
O -3.877 -4.099 4.512 -1.44 -0.41 -0.86 0.000
H -3.221 -1.721 2.340 0.06 0.11 -0.08 0.000
H -3.891 -1.553 3.957 0.38 -0.41 0.24 0.000
H -4.785 -2.430 2.727 -0.14 0.17 -0.08 0.000
H -3.294 -4.272 2.562 0.44 -0.02 -0.02 0.000
H -1.589 -2.369 4.318 -0.48 0.16 0.03 0.000
H -0.971 -3.610 3.337 0.06 -0.63 0.06 0.000
C 3.015 -0.570 -4.111 0.47 0.33 0.87 0.000
C 3.364 0.015 -2.710 -0.02 -0.53 -0.70 0.000
C 4.216 -0.869 -1.793 -0.38 -0.44 -0.06 0.001
O 5.342 -0.084 -1.532 2.15 0.00 0.83 0.000
C 5.414 1.015 -2.272 2.27 1.96 1.04 0.000
O 6.339 1.842 -2.234 -2.68 -2.37 -0.38 0.000
O 4.295 1.117 -2.951 -1.32 0.89 -1.18 0.000
H 2.235 -1.331 -4.116 -0.06 0.14 0.35 0.000
H 3.919 -1.024 -4.517 0.04 0.04 -0.10 0.000
H 2.717 0.250 -4.765 -0.07 -0.07 0.02 0.000
H 2.489 0.382 -2.172 0.07 0.22 -0.24 -0.001
H 4.541 -1.779 -2.297 -0.08 -0.14 0.02 0.000
H 3.816 -1.093 -0.804 -0.54 -0.12 -0.33 -0.001
C 2.595 -3.865 1.166 0.45 0.95 -0.88 0.000
C 1.331 -4.595 0.670 0.05 1.56 1.13 0.000
C 0.894 -4.435 -0.800 0.92 0.93 1.02 0.000
O 0.625 -5.768 -1.150 -0.85 0.27 -2.61 0.000
C 0.974 -6.623 -0.238 -0.33 -4.28 1.46 0.000
O 0.789 -7.848 -0.250 0.65 3.56 -0.36 0.000
O 1.526 -5.973 0.790 0.48 -1.07 0.75 0.000
H 2.490 -2.780 1.180 -0.80 0.13 0.13 0.000
H 3.436 -3.918 0.473 0.06 -0.75 -0.33 0.000
H 3.006 -4.114 2.144 -0.59 -0.58 0.04 0.000
H 0.507 -4.295 1.317 -0.07 -0.14 0.16 0.000
H 1.753 -3.984 -1.297 -0.02 -0.41 -0.81 0.000
H 0.019 -3.813 -0.985 0.13 -0.23 0.24 0.000